A 2-piece molecular cluster, C2H4F2 overall in a non-equilibrium geometry, computed with wB97M-V/def2-TZVPD.

Values from the calculation:
- LUMO (spin up / spin down) (eV) = 1.012 / -0.636
- E_HOMO (spin up / spin down) (eV) = -10.5 / -7.4
- spin multiplicity = 1
- relative energy (zero: lowest compared OMol25 entry of this formula, charge and spin) (kcal per mole) = 114.1
- gap between HOMO and LUMO (spin up / spin down) (eV) = 11.551 / 6.741
- max |F| (Eh/bohr) = 0.0639

Structure (XYZ):
```
8
Properties=species:S:1:pos:R:3:forces:R:3:mulliken_charge:R:1
C 0.7610 0.3743 0.1360 -1.5038 1.0453 1.1050 -0.51
C -0.5262 0.0240 -0.5333 1.7481 -2.2968 1.5663 0.29
F -0.4996 -0.4885 -1.7319 -0.1950 -0.0205 -1.2669 -0.25
F -1.6609 0.5401 -0.2104 -1.3738 1.2710 -0.0120 -0.20
H 0.4299 1.2726 0.7686 1.0963 -0.9377 -0.7774 0.22
H 1.0279 -0.4369 0.8730 0.2614 0.9286 -1.1082 0.20
H 1.5067 0.6303 -0.6410 -0.0704 -0.1753 0.7746 0.28
H -1.0387 -1.9159 1.3390 0.0371 0.1854 -0.2814 -0.02
```
Forces are in eV/Å.

---

A 2-piece molecular cluster, C2H4F2NO overall in a non-equilibrium geometry, computed with wB97M-V/def2-TZVPD.

Values from the calculation:
- LUMO (spin up / spin down) (eV) = 4.388 / 3.686
- E_HOMO (spin up / spin down) (eV) = -2.8 / -2.1
- spin multiplicity = 1
- relative energy (zero: lowest compared OMol25 entry of this formula, charge and spin) (kcal per mole) = 74.8
- net charge = -1
- gap between HOMO and LUMO (spin up / spin down) (eV) = 7.232 / 5.802
- max |F| (Eh/bohr) = 0.0848

Structure (XYZ):
```
10
Properties=species:S:1:pos:R:3:forces:R:3:mulliken_charge:R:1
C -0.1849 1.6168 -1.5925 -1.6370 2.2124 1.9934 -0.96
C 0.3773 -0.6393 0.3744 0.4386 0.7320 -1.0231 0.06
N -0.2296 -1.2120 1.4980 -0.8266 1.2706 2.0583 -0.06
O -1.4507 -1.6831 1.3829 0.1540 -0.4163 -0.0003 -0.63
F 0.5749 -1.5093 -0.7283 -0.4888 0.1588 1.3729 -0.23
F 1.6631 -0.2524 0.7049 0.1204 -0.0543 0.3108 -0.24
H -1.0969 1.7586 -1.0388 -0.6242 0.1795 -0.3798 0.26
H 0.5943 1.7171 -0.9341 2.2597 0.8669 1.2975 0.27
H -0.0786 0.7739 -2.1023 0.0489 -3.4121 -2.7126 0.30
H -0.1689 -0.5703 2.4358 0.5550 -1.5375 -2.9171 0.22
```
Forces are in eV/Å.

---

C2H4F2O as an isolated structure in a non-equilibrium geometry, computed with wB97M-V/def2-TZVPD.

Values from the calculation:
- LUMO (eV) = 1.014
- E_HOMO (eV) = -10.0
- spin multiplicity = 1
- relative energy (zero: lowest compared OMol25 entry of this formula, charge and spin) (kcal per mole) = 50.8
- gap between HOMO and LUMO (eV) = 10.995
- max |F| (Eh/bohr) = 0.1404

Structure (XYZ):
```
9
Properties=species:S:1:pos:R:3:forces:R:3:mulliken_charge:R:1
C 0.4594 -0.4243 0.9503 -1.3242 -2.3334 -6.6999 -0.34
C -0.7111 0.0727 -0.5385 2.2480 -0.1693 3.6145 0.17
O 0.0987 0.3799 -1.5629 -1.2117 -1.7270 -1.6104 -0.47
F 1.4761 0.4329 0.7499 0.8621 0.2379 0.3290 -0.28
F -1.3944 1.1914 -0.2097 -0.3959 1.4751 1.0692 -0.28
H 0.7355 -1.5565 0.7570 -0.1580 2.3824 0.2247 0.23
H -0.0022 -0.3430 1.8392 -1.5298 0.8309 3.1216 0.35
H -1.5542 -0.6004 -0.6300 0.7909 -1.1321 -1.0002 0.28
H 0.8923 0.8472 -1.3553 0.7184 0.4355 0.9515 0.35
```
Forces are in eV/Å.